Record 1
The following is a DFT calculation (ωB97M-V/def2-TZVPD) of a 3-piece molecular cluster, CH6S2Si overall.

Its energy above the lowest of the compared OMol25 structures with the same formula, charge and spin is 22.12 kcal per mole. The electronic energy is -1127.51696 hartree.

Element x y z (Å)
C: -0.173 -0.949 1.284
Si: 0.296 0.465 0.056
S: -0.312 -1.483 -0.595
S: 2.331 1.062 -0.195
H: 0.778 -1.165 1.735
H: -1.061 -0.757 1.839
H: -2.474 0.831 -2.081
H: -0.467 1.595 -0.456
H: -1.761 0.294 -2.192
H: 2.842 0.105 0.603

Here are the natural (NBO) charges for atoms 1 to 6, given in e: -0.84 1.01 -0.25 -0.40 0.23 0.24

Record 2
The following is a DFT calculation (ωB97M-V/def2-TZVPD) of C13H23MoNO2PS as an isolated structure.

Its net charge is +1. Its energy above the lowest of the compared OMol25 structures with the same formula, charge and spin is 7.67 kcal per mole. The electronic energy is -1521.97412 hartree.

Element x y z (Å)
Mo: 0.597 -0.151 0.303
C: -1.934 1.886 3.152
C: -1.774 1.679 1.674
C: -2.641 0.882 0.947
C: -2.428 0.648 -0.414
C: -1.378 1.263 -1.084
C: -0.528 2.135 -0.378
C: -0.718 2.309 0.993
H: -1.117 1.410 3.703
H: -2.879 1.482 3.512
H: -1.901 2.946 3.406
H: -3.488 0.422 1.443
H: -3.096 -0.003 -0.963
H: -1.265 1.129 -2.151
H: 0.227 2.720 -0.883
H: -0.084 2.984 1.554
N: -0.631 -1.345 1.946
C: -1.597 -2.419 1.615
C: -1.087 -3.291 0.468
C: -1.084 -2.512 -0.829
O: -1.865 -2.688 -1.725
O: -0.206 -1.517 -0.863
H: 0.118 -1.758 2.496
H: -1.064 -0.664 2.563
H: -2.551 -1.958 1.360
H: -1.762 -3.054 2.488
H: -1.733 -4.158 0.352
H: -0.074 -3.636 0.693
S: 2.005 0.350 1.767
C: 1.596 -0.121 -3.168
P: 2.226 0.303 -1.519
C: 3.698 -0.736 -1.314
C: 2.906 1.979 -1.684
H: 2.385 -0.021 -3.914
H: 0.770 0.538 -3.435
H: 1.227 -1.146 -3.161
H: 4.402 -0.569 -2.130
H: 3.408 -1.788 -1.310
H: 4.182 -0.504 -0.366
H: 3.682 2.004 -2.450
H: 3.334 2.290 -0.730
H: 2.122 2.682 -1.962

Here are the natural (NBO) charges for atoms 1 to 6, given in e: 0.64 -0.65 0.01 -0.22 -0.19 -0.18

Record 3
The following is a DFT calculation (ωB97M-V/def2-TZVPD) of C9H19BeF5N2O5S2 as an isolated structure.

Its net charge is -2. Its energy above the lowest of the compared OMol25 structures with the same formula, charge and spin is 1.43 kcal per mole. The electronic energy is -2150.30005 hartree.

Element x y z (Å)
Be: -3.826 28.324 -1.540
F: -1.413 27.482 -0.327
F: -2.105 28.464 -3.217
F: -3.721 29.052 0.733
N: -4.261 26.001 -1.308
S: -3.923 25.096 0.060
O: -4.755 24.034 0.498
O: -3.308 25.840 1.142
F: -2.688 24.330 -0.588
S: -5.131 24.947 -2.042
O: -6.544 24.901 -1.702
O: -4.578 23.696 -2.467
F: -5.070 25.853 -3.357
C: -8.352 29.988 -1.304
C: -7.495 28.712 -1.507
C: -8.349 27.545 -2.108
C: -8.849 27.703 -3.571
C: -7.515 27.645 -4.301
C: -6.571 28.842 -3.932
N: -6.387 28.951 -2.435
O: -5.636 30.083 -2.086
C: -5.242 28.557 -4.612
C: -7.267 30.114 -4.512
C: -6.943 28.150 -0.198
H: -9.310 29.847 -1.813
H: -7.993 30.891 -1.801
H: -8.573 30.264 -0.274
H: -7.875 26.565 -2.055
H: -9.272 27.411 -1.534
H: -9.318 28.647 -3.850
H: -9.368 26.840 -3.990
H: -7.687 27.684 -5.383
H: -7.003 26.691 -4.170
H: -4.849 27.549 -4.522
H: -5.334 28.761 -5.682
H: -4.494 29.251 -4.221
H: -8.171 30.501 -4.044
H: -6.511 30.900 -4.419
H: -7.537 29.900 -5.545
H: -6.659 28.889 0.554
H: -5.989 27.634 -0.310
H: -7.600 27.434 0.299
H: -6.119 30.787 -2.543

Here are the natural (NBO) charges for atoms 1 to 6, given in e: 1.57 -0.92 -0.85 -0.85 -1.18 2.42

Record 4
The following is a DFT calculation (ωB97M-V/def2-TZVPD) of C42H43Cl2N4O4STi as an isolated structure.

Its net charge is -1. Its energy above the lowest of the compared OMol25 structures with the same formula, charge and spin is 23.89 kcal per mole. The electronic energy is -4314.18812 hartree.

Element x y z (Å)
Ti: -1.558 -0.592 1.356
C: -4.281 1.156 2.077
N: -3.181 0.788 2.972
C: -2.587 1.990 3.549
C: -3.678 -0.094 4.031
C: -3.689 -1.529 3.583
C: -4.511 -2.470 4.189
C: -4.440 -3.806 3.816
C: -3.543 -4.195 2.828
C: -2.746 -3.235 2.220
C: -2.797 -1.886 2.575
H: -5.022 1.767 2.615
H: -4.759 0.257 1.694
H: -3.891 1.716 1.229
H: -3.313 2.525 4.181
H: -2.254 2.649 2.751
H: -1.720 1.720 4.153
H: -4.670 0.235 4.377
H: -3.008 0.012 4.890
H: -5.218 -2.158 4.952
H: -5.091 -4.536 4.281
H: -3.483 -5.228 2.513
H: -2.080 -3.562 1.422
C: 4.001 -0.397 -4.267
O: 3.392 -0.813 -3.062
C: 4.189 -1.353 -2.097
C: 5.557 -1.528 -2.213
C: 6.271 -2.115 -1.170
C: 5.612 -2.543 -0.037
C: 4.234 -2.383 0.073
C: 3.508 -1.766 -0.935
N: 2.120 -1.591 -0.932
C: 1.280 -1.245 0.106
N: 1.888 -0.876 1.244
C: 1.381 -0.798 2.564
C: 0.030 -0.832 2.872
C: -0.255 -0.846 4.252
C: 0.713 -0.752 5.228
C: 2.062 -0.669 4.881
C: 2.389 -0.711 3.542
O: 3.682 -0.692 3.060
C: 4.717 -0.473 3.991
N: -0.016 -1.269 -0.069
C: -0.479 -1.615 -1.381
C: -1.116 -2.824 -1.602
C: -1.647 -3.138 -2.843
C: -1.537 -2.223 -3.875
C: -0.892 -1.006 -3.680
C: -0.363 -0.695 -2.433
O: 0.312 0.457 -2.151
C: 0.479 1.393 -3.195
H: 3.203 0.000 -4.888
H: 4.475 -1.238 -4.781
H: 4.745 0.384 -4.086
H: 6.073 -1.208 -3.106
H: 7.342 -2.240 -1.264
H: 6.154 -3.022 0.768
H: 3.722 -2.754 0.950
H: 1.709 -1.485 -1.848
H: 2.888 -0.767 1.192
H: -1.286 -0.954 4.563
H: 0.433 -0.751 6.275
H: 2.825 -0.600 5.642
H: 5.639 -0.418 3.416
H: 4.788 -1.294 4.710
H: 4.570 0.465 4.535
H: -1.243 -3.504 -0.767
H: -2.166 -4.077 -2.978
H: -1.965 -2.442 -4.845
H: -0.825 -0.298 -4.494
H: 1.026 2.229 -2.764
H: -0.483 1.754 -3.568
H: 1.052 0.963 -4.024
C: 1.750 6.184 -5.447
C: 0.373 5.638 -5.194
O: -0.039 4.617 -5.655
S: -0.653 6.667 -4.061
C: -0.843 5.436 -2.792
C: 0.030 5.425 -1.709
C: -0.084 4.455 -0.728
C: -1.073 3.469 -0.813
C: -1.961 3.506 -1.896
C: -1.849 4.477 -2.874
C: -1.165 2.410 0.136
C: -1.166 1.465 0.906
H: 2.262 5.580 -6.193
H: 2.298 6.175 -4.503
H: 1.684 7.227 -5.760
H: 0.804 6.179 -1.642
H: 0.604 4.437 0.107
H: -2.723 2.738 -1.962
H: -2.530 4.485 -3.715
Cl: -2.826 -5.370 -0.699
C: -4.027 -4.110 -0.659
Cl: -3.248 -0.848 -0.379
H: -4.209 -3.701 0.319
H: -4.075 -3.510 -1.551

Here are the Mulliken charges for atoms 1 to 6, given in e: -0.84 -1.18 1.19 -1.08 -1.98 1.22

Q: Which value of electronic energy does entry 1 give?
A: -1127.51696 hartree

Q: The highest electronic energy belongs to which entry?
A: CH6S2Si